# 1
Molecular formula: C18H28AsN2O4S3Se2V
Method: DFT, ωB97M-V with the def2-TZVPD basis set

Its LUMO energy (spin up / spin down) is 2.17 / 2.17 eV. The charge is -1. The calculation puts the strongest force on any atom at 0.806 eV Å⁻¹. The relative energy (zero: lowest compared OMol25 entry of this formula, charge and spin) comes out at 0.0000 eV. For the frontier orbital gap (spin up / spin down), the calculation gives 5.768 / 5.152 eV. The multiplicity is 2.

Each line ends with the natural charge from an NBO analysis.
CARTESIAN COORDINATES (ANGSTROEM)
V (-0.16442, 0.27623, -0.62010)  0.495
O (-0.32487, 4.87003, -2.55787)  -0.759
C (-1.22800, 3.76885, -2.45330)  -0.084
C (-2.06584, 3.84707, -1.17561)  -0.159
C (-2.77174, 5.21927, -1.12715)  -0.046
O (-3.52639, 5.53189, -2.29294)  -0.733
C (-1.18492, 3.78559, 0.08669)  -0.546
Se (0.41956, 2.64129, 0.04044)  -0.357
C (-3.16458, 2.78287, -1.20191)  -0.559
Se (-2.74714, 0.88907, -0.89569)  0.301
H (0.43105, 4.62978, -2.00205)  0.485
H (-0.68069, 2.82964, -2.47185)  0.221
H (-1.87724, 3.78423, -3.33182)  0.166
H (-2.02291, 5.99422, -0.94592)  0.174
H (-3.48291, 5.23106, -0.29755)  0.167
H (-2.89256, 5.68040, -3.00231)  0.469
H (-1.79497, 3.52139, 0.95514)  0.201
H (-0.79025, 4.78616, 0.27171)  0.208
H (-3.71690, 2.83003, -2.14025)  0.232
H (-3.87835, 2.98398, -0.39580)  0.211
O (4.15523, 0.82436, 0.36527)  -0.674
C (4.57282, -0.44666, 0.26199)  0.352
C (5.92541, -0.69875, 0.51388)  -0.286
C (6.42654, -1.98141, 0.43291)  -0.184
C (5.59325, -3.04641, 0.09811)  -0.280
C (4.25809, -2.80165, -0.15479)  -0.148
C (3.72480, -1.51335, -0.08234)  -0.156
C (2.28327, -1.28905, -0.35342)  0.567
O (1.81424, -0.09205, -0.18624)  -0.810
N (1.56141, -2.30947, -0.72005)  -0.454
N (0.22907, -1.92121, -0.88726)  -0.368
C (-0.55765, -2.91384, -1.00325)  -0.067
S (0.04506, -4.57541, -0.87102)  0.280
C (-1.57630, -5.33361, -1.17467)  -0.547
C (-2.64040, -4.40276, -0.62778)  -0.543
S (-2.28039, -2.73323, -1.24630)  0.346
H (3.18454, 0.82437, 0.18186)  0.511
H (6.55626, 0.14114, 0.77395)  0.216
H (7.47691, -2.15682, 0.63356)  0.201
H (5.98530, -4.05319, 0.03678)  0.203
H (3.58471, -3.60599, -0.41935)  0.233
H (-1.58667, -6.30011, -0.66938)  0.222
H (-1.71380, -5.48914, -2.24495)  0.214
H (-2.63748, -4.40588, 0.46346)  0.208
H (-3.63667, -4.67046, -0.98063)  0.226
C (-2.29222, -1.85549, 2.67452)  -0.946
As (-0.97405, -0.72554, 1.77018)  1.016
C (-1.05756, 0.81475, 2.97021)  -0.961
C (0.63463, -1.52799, 2.54382)  -0.959
S (-1.58967, 0.25157, -2.62814)  -0.526
H (-2.13546, -1.79935, 3.75145)  0.213
H (-2.17551, -2.88817, 2.34470)  0.219
H (-3.29985, -1.52242, 2.42812)  0.228
H (-0.91924, 0.51548, 4.01102)  0.203
H (-2.02455, 1.30846, 2.85978)  0.221
H (-0.28142, 1.51235, 2.66026)  0.263
H (0.54735, -1.60317, 3.62886)  0.207
H (1.48342, -0.89574, 2.28819)  0.243
H (0.80063, -2.51717, 2.11485)  0.233

Cartesian forces (eV/Å) of the 6 atoms listed first:
V -0.4 -0.5 0.3
O 0.0 -0.1 0.0
C 0.0 0.0 0.0
C 0.0 0.0 0.0
C 0.0 0.0 0.0
O 0.0 0.0 0.0

# 2
Molecular formula: C3H10N4
Method: DFT, ωB97M-V with the def2-TZVPD basis set

Its LUMO energy (spin up / spin down) is -11.04 / -10.35 eV. The charge is +2. The calculation puts the strongest force on any atom at 4.102 eV Å⁻¹. The relative energy (zero: lowest compared OMol25 entry of this formula, charge and spin) comes out at 4.9733 eV. For the frontier orbital gap (spin up / spin down), the calculation gives 7.431 / 8.602 eV.

Each line ends with the natural charge from an NBO analysis.
CARTESIAN COORDINATES (ANGSTROEM)
C (1.42493, 0.01848, -0.43975)  0.311
C (-1.47611, 1.13673, 0.16359)  0.732
C (0.22817, -2.09011, 0.37038)  -0.416
N (-0.88065, 2.28375, 0.15357)  -0.759
N (-2.62743, 0.63936, 0.37450)  -0.767
N (2.64433, -0.46925, -0.68575)  -0.712
N (0.41512, -0.69561, -0.10708)  -0.174
H (1.29751, 1.04594, -0.43165)  0.203
H (0.11962, -1.98690, 1.46621)  0.261
H (1.17962, -2.46180, 0.04950)  0.252
H (-0.74885, -2.39060, 0.00076)  0.256
H (-1.42225, 3.16499, -0.01919)  0.481
H (0.16394, 2.32333, 0.37522)  0.462
H (-3.57661, 1.13336, 0.45346)  0.483
H (-2.95298, -0.28345, -0.06339)  0.479
H (3.44692, 0.12247, -1.05990)  0.477
H (2.76471, -1.49069, -0.60049)  0.430

Cartesian forces (eV/Å) of the 6 atoms listed first:
C 1.8 -2.1 0.5
C 1.2 -0.2 0.5
C -1.2 3.2 1.1
N 0.7 0.1 0.2
N -3.5 -1.4 -1.7
N 0.4 0.3 -0.4

# 3
Molecular formula: C2H7N3
Method: DFT, ωB97M-V with the def2-TZVPD basis set

Its LUMO energy is 1.04 eV. The charge is 0. Its SMILES is [H]/N=C/N.C=N. The calculation puts the strongest force on any atom at 2.389 eV Å⁻¹. The relative energy (zero: lowest compared OMol25 entry of this formula, charge and spin) comes out at 1.6133 eV. For the frontier orbital gap, the calculation gives 9.790 eV.

Each line ends with the natural charge from an NBO analysis.
CARTESIAN COORDINATES (ANGSTROEM)
H (-2.73994, -0.46941, 1.71023)  0.338
N (-1.91893, -0.58826, 1.13004)  -0.721
C (-1.97847, 0.19316, 0.12696)  0.289
N (-0.94923, 0.64010, -0.65051)  -0.847
H (-2.89299, 0.78719, -0.01114)  0.122
H (-0.04958, 0.16832, -0.63660)  0.419
H (-0.93868, 1.62745, -0.82489)  0.384
C (2.82417, -0.48079, -0.58441)  -0.024
N (1.91183, 0.08656, 0.07556)  -0.621
H (2.63209, -1.32593, -1.23825)  0.170
H (3.85721, -0.13855, -0.48018)  0.144
H (2.28013, 0.65763, 0.83222)  0.348

Cartesian forces (eV/Å) of the 6 atoms listed first:
H -0.4 -0.5 -0.4
N 0.9 -0.3 -0.3
C -0.6 1.7 1.6
N 0.0 -1.1 -0.8
H 0.1 0.0 -0.3
H -0.1 0.3 0.6

# 4
Molecular formula: H6N3OP
Method: DFT, ωB97M-V with the def2-TZVPD basis set

Its LUMO energy (spin up / spin down) is -0.91 / -0.94 eV. The charge is 0. The calculation puts the strongest force on any atom at 3.801 eV Å⁻¹. The relative energy (zero: lowest compared OMol25 entry of this formula, charge and spin) comes out at 4.4126 eV. For the frontier orbital gap (spin up / spin down), the calculation gives 7.861 / 7.458 eV.

Each line ends with the natural charge from an NBO analysis.
CARTESIAN COORDINATES (ANGSTROEM)
N (1.33441, -1.08719, 0.90730)  -1.177
N (0.08488, 1.54004, 0.39689)  -1.143
N (0.58601, -0.37138, -1.42002)  -1.162
O (-2.45435, -0.46758, 0.05204)  -1.064
P (0.35728, -0.09222, 0.19373)  2.022
H (1.82862, -0.79628, 1.74959)  0.396
H (0.18138, 1.93899, -0.51210)  0.430
H (-0.54399, 1.81975, 1.09887)  0.436
H (-0.22568, -0.73895, -1.91052)  0.434
H (1.30149, -1.07717, -1.50339)  0.416
H (-2.45005, -0.66801, 0.94762)  0.412

Cartesian forces (eV/Å) of the 6 atoms listed first:
N -0.8 1.5 0.1
N 2.0 -2.7 -0.4
N -0.8 -0.1 -0.1
O 2.6 0.9 -2.6
P -0.9 -1.0 -0.1
H -0.4 -0.1 0.0

# 5
Molecular formula: C3H6N4O2
Method: DFT, ωB97M-V with the def2-TZVPD basis set

Its LUMO energy is -0.77 eV. The charge is 0. Its SMILES is CCO/N=c1/nn[nH]o1. The calculation puts the strongest force on any atom at 5.660 eV Å⁻¹. The relative energy (zero: lowest compared OMol25 entry of this formula, charge and spin) comes out at 9.1418 eV. For the frontier orbital gap, the calculation gives 7.980 eV.

Each line ends with the natural charge from an NBO analysis.
CARTESIAN COORDINATES (ANGSTROEM)
C (0.97813, -2.07166, -0.68358)  -0.632
C (-0.10375, -1.47479, -1.50839)  -0.082
O (0.18503, -0.05529, -0.97312)  -0.362
N (-0.68565, -0.04871, 0.05690)  -0.153
C (-0.54695, 1.06196, 0.78841)  0.476
N (-1.39352, 1.23450, 1.91364)  -0.156
N (-1.16051, 2.43072, 2.39893)  -0.002
N (-0.48327, 3.32096, 1.62940)  -0.141
O (-0.19108, 2.39906, 0.35873)  -0.421
H (1.98180, -1.51964, -0.84469)  0.236
H (1.09123, -3.08327, -1.34956)  0.188
H (0.48978, -2.27700, 0.28249)  0.237
H (0.14410, -1.42456, -2.61410)  0.192
H (-0.99679, -1.99461, -1.27099)  0.211
H (0.69147, 3.50234, 1.81594)  0.409

Cartesian forces (eV/Å) of the 6 atoms listed first:
C 1.3 -3.9 -3.4
C 4.1 2.4 -1.2
O -3.0 -1.1 -1.9
N 1.2 4.1 3.5
C -2.6 1.2 -2.3
N 2.1 3.6 1.4

# 6
Molecular formula: C9H12N8O3ReS
Method: DFT, ωB97M-V with the def2-TZVPD basis set

Its LUMO energy (spin up / spin down) is -7.87 / -8.54 eV. The charge is +2. The calculation puts the strongest force on any atom at 2.900 eV Å⁻¹. The relative energy (zero: lowest compared OMol25 entry of this formula, charge and spin) comes out at 0.0000 eV. For the frontier orbital gap (spin up / spin down), the calculation gives 6.456 / 6.246 eV. The multiplicity is 4.

Each line ends with the natural charge from an NBO analysis.
CARTESIAN COORDINATES (ANGSTROEM)
Re (-0.38561, -0.74942, 0.07749)  1.532
N (-4.41691, -1.93622, 0.38019)  -0.745
C (-3.32871, -1.19602, 0.42919)  0.313
S (-2.04761, -1.62182, 1.61069)  0.002
N (-3.15941, -0.12812, -0.29581)  -0.358
N (-1.97351, 0.46778, -0.25691)  -0.344
C (-1.95901, 1.76578, -0.49511)  0.209
C (-0.86941, 2.62338, -0.23331)  -0.216
C (-0.99181, 4.00808, -0.47481)  -0.097
C (0.00589, 4.88428, -0.11641)  -0.213
C (1.16069, 4.40738, 0.50999)  -0.111
C (1.31859, 3.06018, 0.77059)  -0.226
C (0.33919, 2.13188, 0.38199)  0.354
O (0.50899, 0.85618, 0.58039)  -0.657
H (-4.60961, -2.64582, 1.07229)  0.432
H (-5.11771, -1.75092, -0.32591)  0.439
H (-2.89961, 2.20668, -0.81481)  0.251
H (-1.88351, 4.37408, -0.96091)  0.240
H (-0.09961, 5.93848, -0.31731)  0.253
H (1.94479, 5.09708, 0.78239)  0.248
H (2.19939, 2.68908, 1.27209)  0.225
N (2.76429, -0.64742, -0.21181)  -0.652
N (3.14299, -1.97662, 0.00129)  -0.381
C (2.21979, -2.93532, -0.05391)  0.659
N (2.52759, -4.21472, -0.02341)  -0.714
N (0.93999, -2.49382, -0.16131)  -0.513
N (-0.01111, -3.23892, -0.69041)  0.649
O (0.08259, -4.39542, -0.97111)  -0.285
O (-1.03771, -2.53782, -0.86481)  -0.414
H (3.11849, -0.31642, -1.10791)  0.395
H (3.10639, -0.03672, 0.52679)  0.399
H (4.12359, -2.22832, 0.09529)  0.420
H (3.48419, -4.53672, 0.01359)  0.441
H (1.80339, -4.92362, -0.12841)  0.463

Cartesian forces (eV/Å) of the 6 atoms listed first:
Re -1.3 0.3 1.1
N -0.6 -0.3 -0.1
C 1.4 0.7 0.5
S 0.8 0.4 -0.5
N -2.2 -0.7 -0.8
N 1.6 0.2 0.3